# 1
This record from OMol25 describes a structure of composition C3H5GaO4. The level of theory is ωB97M-V/def2-TZVPD.

```
! RIJCOSX wB97M-V def2-TZVPD def2/J DEFGRID3
* xyz 1 2
C -3.07 -0.30 0.62
C -3.10 0.25 -0.77
O -2.00 0.09 -1.52
Ga -0.56 0.93 -1.65
H -3.80 0.22 1.26
H -3.30 -1.38 0.63
H -2.05 -0.18 1.04
H -2.13 2.51 -0.30
H -4.06 0.33 -1.32
O -1.14 2.63 -0.90
C 0.17 2.80 -0.49
O 0.90 1.92 -1.07
O 0.47 3.66 0.32
*
```

Properties
LUMO level (spin up / spin down), eV: -7.36 / -7.21
Relative energy (zero: lowest compared OMol25 entry of this formula, charge and spin), kcal per mole: 58.4
Expectation value of S²: 0.76
HOMO-LUMO gap (spin up / spin down), eV: 5.222 / 8.393
E_HOMO (spin up / spin down), Eh: -0.462 / -0.573


# 2
This record from OMol25 describes a structure of composition C3H5I2N. The level of theory is ωB97M-V/def2-TZVPD.

```
! RIJCOSX wB97M-V def2-TZVPD def2/J DEFGRID3
* xyz 0 1
C 0.18 0.48 -1.19
C 0.19 1.13 0.21
C 0.43 -0.38 0.04
N -0.92 -1.10 0.56
I -1.24 -2.80 -0.49
I -0.74 -1.06 2.62
H -0.66 0.47 -1.78
H 1.24 0.74 -1.64
H 0.97 1.83 0.62
H -0.85 1.29 0.67
H 1.40 -0.60 0.38
*
```

Properties
LUMO level, eV: -0.88
Relative energy (zero: lowest compared OMol25 entry of this formula, charge and spin), kcal per mole: 52.1
HOMO-LUMO gap, eV: 7.854
E_HOMO, Eh: -0.321


# 3
This record from OMol25 describes a cluster of 2 separate species, C3H5I2N in total. The level of theory is ωB97M-V/def2-TZVPD.

```
! RIJCOSX wB97M-V def2-TZVPD def2/J DEFGRID3
* xyz 0 1
C 1.14 -0.64 -0.53
C 1.02 0.69 0.30
C 0.01 -0.30 0.28
N -1.93 0.19 -0.60
I -2.79 -1.55 0.10
I -2.81 1.89 0.02
H 1.10 -0.51 -1.58
H 1.78 -1.43 -0.24
H 1.64 0.69 1.14
H 1.02 1.70 -0.20
H -0.19 -0.73 1.31
*
```

Properties
LUMO level (spin up / spin down), eV: -0.94 / -0.94
Relative energy (zero: lowest compared OMol25 entry of this formula, charge and spin), kcal per mole: 94.6
HOMO-LUMO gap (spin up / spin down), eV: 7.360 / 7.361
E_HOMO (spin up / spin down), Eh: -0.305 / -0.305


# 4
This record from OMol25 describes a structure of composition C3H5I3N. The level of theory is ωB97M-V/def2-TZVPD.

```
! RIJCOSX wB97M-V def2-TZVPD def2/J DEFGRID3
* xyz 1 1
C 1.21 0.99 0.73
C 2.00 0.19 0.13
C -1.41 0.31 0.31
N -1.39 -0.95 -0.42
I 4.13 0.88 0.33
I 1.83 -1.39 -1.26
I -2.11 1.79 -0.93
H 1.25 1.77 1.40
H -1.33 0.27 1.45
H -0.42 -1.10 -1.04
H -2.29 -1.08 -1.00
H -1.47 -1.67 0.30
*
```

Properties
LUMO level (spin up / spin down), eV: -4.97 / -5.07
Relative energy (zero: lowest compared OMol25 entry of this formula, charge and spin), kcal per mole: 82.7
HOMO-LUMO gap (spin up / spin down), eV: 7.350 / 7.586
E_HOMO (spin up / spin down), Eh: -0.453 / -0.465


# 5
This record from OMol25 describes a structure of composition C3H5I3Si. The level of theory is ωB97M-V/def2-TZVPD.

```
! RIJCOSX wB97M-V def2-TZVPD def2/J DEFGRID3
* xyz 0 1
C -0.66 0.66 -0.15
C 0.58 0.25 -0.13
C -1.06 1.93 0.55
Si 1.03 -2.06 -0.65
I 0.52 -2.84 1.72
I -0.39 -3.37 -2.15
I 3.46 -1.88 -1.26
H -1.43 -0.08 -0.58
H 1.45 0.72 0.27
H -0.31 2.22 1.21
H -2.00 1.63 1.20
H -1.18 2.83 -0.04
*
```

Properties
LUMO level, eV: -1.16
Relative energy (zero: lowest compared OMol25 entry of this formula, charge and spin), kcal per mole: 42.4
HOMO-LUMO gap, eV: 7.965
E_HOMO, Eh: -0.335


# 6
This record from OMol25 describes an isolated molecule of C3H5IN2. The level of theory is ωB97M-V/def2-TZVPD.

```
! RIJCOSX wB97M-V def2-TZVPD def2/J DEFGRID3
* xyz 0 1
C -0.66 0.84 -0.49
C -1.95 0.87 -0.17
C 0.80 -1.29 0.41
N 0.31 -0.20 -0.28
N 1.66 -0.66 -0.50
I 3.45 0.27 0.22
H -0.17 1.75 -0.85
H -2.66 1.80 -0.21
H -2.29 0.02 0.41
H 1.05 -1.12 1.44
H 0.47 -2.29 0.03
*
```

Properties
LUMO level, eV: -0.63
Relative energy (zero: lowest compared OMol25 entry of this formula, charge and spin), kcal per mole: 81.8
HOMO-LUMO gap, eV: 7.502
E_HOMO, Eh: -0.299